## 1
{"formula": "C3H5N4", "method": "wB97M-V/def2-TZVPD", "symbols": ["C", "C", "C", "N", "N", "N", "N", "H", "H", "H", "H", "H"], "coordinates": [[-0.111, -0.453, 1.584], [1.271, 0.511, -1.006], [-1.607, -0.872, 1.301], [0.169, 1.014, -1.034], [-0.910, 1.138, -0.251], [-0.917, 0.210, 0.836], [2.200, -0.192, -1.388], [-1.679, -1.801, 0.740], [-2.391, -0.661, 2.050], [-1.322, 2.150, -0.111], [2.082, -1.167, -1.499], [3.216, 0.124, -1.221]], "total_charge": 1, "homo_ev": -14.025, "gap_ev": 9.58, "lumo_energy_ev": -4.45}

## 2
{"formula": "C3H5N4", "method": "wB97M-V/def2-TZVPD", "symbols": ["C", "C", "C", "N", "N", "N", "N", "H", "H", "H", "H", "H"], "coordinates": [[-0.787, -0.171, 0.106], [2.610, 0.266, -0.239], [-2.086, 0.428, -0.054], [0.274, 0.601, -0.064], [-0.504, -1.406, 0.469], [-0.008, -2.280, 0.948], [1.455, 0.395, 0.270], [3.433, 0.237, 0.447], [2.589, 0.076, -1.287], [-1.974, 1.451, 0.240], [-2.856, -0.146, 0.314], [-2.148, 0.550, -1.152]], "total_charge": 1, "homo_ev": [-14.495, -14.497], "gap_ev": [8.25, 8.25], "lumo_energy_ev": [-6.24, -6.24]}

Most stable: 2

## 1
{"formula": "CH6S2", "method": "wB97M-V/def2-TZVPD", "symbols": ["C", "H", "H", "H", "H", "S", "S", "H", "H"], "coordinates": [[-1.906, 2.601, 1.335], [-0.954, 3.003, 1.033], [-2.628, 3.407, 1.396], [-2.001, 2.044, 2.265], [-2.228, 1.907, 0.554], [0.007, -1.601, -0.658], [1.070, 0.139, -0.228], [1.054, -2.322, -1.059], [0.982, -0.034, 1.097]], "homo_ev": -9.459, "gap_ev": 9.76, "lumo_energy_ev": 0.30}

## 2
{"formula": "CH6S2", "method": "wB97M-V/def2-TZVPD", "symbols": ["S", "H", "H", "C", "S", "H", "H", "H", "H"], "coordinates": [[1.187, -0.631, -2.118], [0.246, -1.338, -1.435], [1.785, -1.837, -2.354], [-0.444, 1.578, 1.519], [-1.076, -0.117, 1.350], [-0.735, 1.983, 2.488], [-0.893, 2.247, 0.790], [0.637, 1.627, 1.428], [-0.852, -0.554, 2.616]], "homo_ev": -9.135, "gap_ev": 9.98, "lumo_energy_ev": 0.85}

Most stable: 1

## 1
{"formula": "C4H6S", "method": "wB97M-V/def2-TZVPD", "symbols": ["C", "C", "C", "C", "S", "H", "H", "H", "H", "H", "H"], "coordinates": [[-0.281, 0.952, 0.650], [-1.297, 1.641, 1.337], [-0.586, -0.167, -0.028], [0.509, -0.874, -0.779], [-2.719, 0.842, 1.203], [0.602, 1.590, 0.569], [-1.184, 2.544, 1.765], [-1.599, -0.671, -0.004], [1.530, -0.501, -0.620], [0.310, -0.636, -1.905], [0.595, -1.903, -0.605]], "homo_ev": -8.228, "gap_ev": 7.44, "lumo_energy_ev": -0.79}

## 2
{"formula": "C4H6S", "method": "wB97M-V/def2-TZVPD", "symbols": ["C", "C", "C", "C", "S", "H", "H", "H", "H", "H", "H"], "coordinates": [[1.876, 0.946, -0.173], [-0.788, 0.431, 0.102], [-0.070, -0.832, -0.234], [0.629, 0.260, 0.538], [3.336, 1.082, 0.481], [1.651, 1.321, -1.166], [-1.012, 1.119, -0.695], [-1.529, 0.403, 0.887], [-0.300, -1.743, 0.298], [0.227, -0.990, -1.259], [0.843, 0.081, 1.583]], "homo_ev": -8.669, "gap_ev": 8.65, "lumo_energy_ev": -0.02}

Most stable: 2

## 1
{"formula": "C4H6S", "method": "wB97M-V/def2-TZVPD", "symbols": ["C", "C", "C", "C", "H", "H", "H", "H", "H", "H", "S"], "coordinates": [[-0.105, 1.915, -0.573], [-0.565, 0.709, 0.191], [-0.407, -0.879, 0.330], [1.085, -1.362, 0.154], [0.961, 1.800, -0.960], [-0.748, 2.793, -0.625], [-1.625, 0.970, 0.439], [-0.572, -1.199, 1.336], [-1.097, -1.425, -0.371], [1.826, -0.613, 0.705], [1.246, -2.708, -0.626]], "homo_ev": -8.652, "gap_ev": 8.57, "lumo_energy_ev": -0.08}

## 2
{"formula": "C4H6S", "method": "wB97M-V/def2-TZVPD", "symbols": ["C", "C", "C", "C", "H", "H", "H", "H", "H", "H", "S"], "coordinates": [[-0.806, 1.289, 1.023], [-0.143, 0.389, -0.190], [0.883, -0.521, -0.212], [0.753, -1.328, -1.315], [-1.025, -0.081, 2.085], [0.446, 1.879, 1.446], [-2.407, 2.270, 0.986], [-0.916, 0.014, -0.794], [1.558, -0.108, 0.480], [-0.183, -1.331, -1.903], [1.841, -2.472, -1.606]], "homo_ev": -8.548, "gap_ev": 7.18, "lumo_energy_ev": -1.37}

Most stable: 1

## 1
{"formula": "CHO4S", "method": "wB97M-V/def2-TZVPD", "symbols": ["C", "O", "O", "O", "O", "S", "H"], "coordinates": [[-0.513, 0.952, -1.434], [-0.944, -0.777, 1.958], [-0.554, 2.173, -1.208], [0.608, -2.094, 0.499], [1.444, -0.105, 1.654], [0.246, -0.754, 1.054], [-0.287, 0.605, -2.523]], "total_charge": -1, "homo_ev": [-3.829, -5.161], "gap_ev": [6.77, 8.59], "lumo_energy_ev": [2.94, 3.43]}

## 2
{"formula": "CHO4S", "method": "wB97M-V/def2-TZVPD", "symbols": ["C", "O", "O", "O", "O", "S", "H"], "coordinates": [[0.066, 0.662, -0.168], [2.501, 1.160, -1.938], [-0.211, 1.823, -0.004], [1.880, -1.148, -1.354], [0.511, 0.098, -2.968], [1.445, 0.167, -1.847], [-0.308, -0.105, 0.525]], "total_charge": -1, "homo_ev": -4.332, "gap_ev": 8.47, "lumo_energy_ev": 4.14}

Most stable: 2

## 1
{"formula": "C4H2", "method": "wB97M-V/def2-TZVPD", "symbols": ["C", "C", "C", "C", "H", "H"], "coordinates": [[0.822, 0.062, -0.924], [0.980, 0.292, 0.339], [-0.427, -0.817, -0.745], [-1.084, -0.090, 0.087], [1.662, -0.001, 1.131], [-1.953, 0.555, 0.112]], "homo_ev": -9.129, "gap_ev": 9.24, "lumo_energy_ev": 0.11}

## 2
{"formula": "C4H2", "method": "wB97M-V/def2-TZVPD", "symbols": ["C", "C", "C", "C", "H", "H"], "coordinates": [[0.702, -0.086, -0.270], [1.850, -0.037, 0.092], [-0.658, -0.071, -0.518], [-1.859, 0.005, -0.585], [2.834, 0.041, 0.496], [-2.921, 0.108, -0.559]], "homo_ev": -9.829, "gap_ev": 10.94, "lumo_energy_ev": 1.11}

Most stable: 2

## 1
{"formula": "C4H12O", "method": "wB97M-V/def2-TZVPD", "symbols": ["C", "C", "O", "H", "H", "H", "H", "H", "H", "C", "C", "H", "H", "H", "H", "H", "H"], "coordinates": [[-0.407, -1.951, 0.976], [0.227, -0.828, 1.932], [-0.505, -1.464, -0.331], [0.382, -2.705, 1.142], [-1.321, -2.216, 1.509], [0.193, -1.247, 2.938], [-0.311, -0.508, -0.289], [-0.352, 0.122, 2.076], [1.145, -0.400, 1.563], [-0.038, 1.238, -1.267], [0.631, 2.641, -1.291], [-1.112, 1.271, -1.056], [0.016, 0.873, -2.309], [0.569, 0.647, -0.603], [1.632, 2.725, -0.871], [0.121, 3.448, -0.793], [0.643, 2.924, -2.341]], "homo_ev": -10.261, "gap_ev": 11.21, "lumo_energy_ev": 0.95}

## 2
{"formula": "C4H12O", "method": "wB97M-V/def2-TZVPD", "symbols": ["C", "C", "H", "H", "H", "H", "H", "H", "C", "C", "O", "H", "H", "H", "H", "H", "H"], "coordinates": [[1.271, -2.368, -0.807], [1.289, -1.226, -1.885], [2.262, -2.507, -0.410], [0.547, -2.284, 0.131], [1.136, -3.320, -1.435], [1.810, -1.801, -2.651], [2.075, -0.331, -1.616], [0.439, -0.626, -2.242], [-1.537, 1.904, 1.558], [-0.546, 1.688, 0.414], [-1.432, 0.920, 2.629], [-1.301, 3.064, 1.812], [-2.658, 1.678, 1.268], [0.304, 2.170, 0.736], [-2.400, 0.429, 2.647], [-0.871, 2.062, -0.485], [-0.391, 0.548, 0.335]], "homo_ev": -10.239, "gap_ev": 11.05, "lumo_energy_ev": 0.81}

Most stable: 1

## 1
{"formula": "C4H12O", "method": "wB97M-V/def2-TZVPD", "symbols": ["C", "C", "H", "H", "H", "H", "H", "H", "C", "C", "O", "H", "H", "H", "H", "H", "H"], "coordinates": [[-1.724, -0.636, -0.722], [-2.177, -1.788, -1.620], [-1.362, -1.019, 0.208], [-1.044, 0.059, -1.239], [-2.554, 0.034, -0.525], [-2.697, -2.588, -1.092], [-1.364, -2.061, -2.338], [-2.797, -1.353, -2.441], [1.267, 1.166, 0.379], [2.193, 1.341, 1.624], [0.536, -0.032, 0.359], [0.558, 1.977, 0.120], [1.977, 1.169, -0.452], [2.061, 2.394, 1.976], [0.686, -0.621, 1.101], [3.207, 1.177, 1.359], [1.867, 0.816, 2.524]], "homo_ev": -10.035, "gap_ev": 11.02, "lumo_energy_ev": 0.98}

## 2
{"formula": "C4H12O", "method": "wB97M-V/def2-TZVPD", "symbols": ["C", "O", "H", "H", "H", "H", "C", "C", "C", "H", "H", "H", "H", "H", "H", "H", "H"], "coordinates": [[-1.476, 2.172, 0.188], [-2.277, 1.089, 0.597], [-1.959, 0.295, 0.153], [-1.887, 3.084, 0.603], [-0.406, 2.131, 0.385], [-1.554, 2.332, -0.899], [0.578, -1.505, 0.113], [1.953, -1.063, 0.637], [0.090, -0.549, -0.982], [0.539, -2.540, -0.240], [-0.265, -1.667, 0.794], [2.840, -1.488, 0.183], [1.993, -1.337, 1.714], [-0.873, -0.812, -1.421], [0.103, 0.512, -0.766], [1.838, 0.030, 0.759], [0.762, -0.685, -1.820]], "homo_ev": -10.370, "gap_ev": 11.37, "lumo_energy_ev": 1.00}

## 3
{"formula": "C4H12O", "method": "wB97M-V/def2-TZVPD", "symbols": ["C", "C", "C", "C", "H", "H", "H", "H", "H", "H", "H", "H", "H", "H", "H", "H", "O"], "coordinates": [[-1.160, 0.390, 1.232], [0.346, 0.156, 0.921], [1.260, 0.821, 1.900], [0.714, -1.324, 1.091], [-1.323, 1.261, 1.808], [-1.451, 0.690, 0.139], [-1.451, -0.429, 1.910], [0.619, 0.396, -0.022], [2.251, 1.033, 1.426], [1.323, 0.163, 2.773], [0.822, 1.769, 2.330], [0.812, -1.501, 2.119], [-0.049, -1.950, 0.670], [1.722, -1.733, 0.802], [-0.395, -0.140, -5.028], [-0.696, -0.131, -3.608], [-1.143, 0.040, -4.523]], "homo_ev": -10.889, "gap_ev": 11.49, "lumo_energy_ev": 0.60}

## 4
{"formula": "C4H12O", "method": "wB97M-V/def2-TZVPD", "symbols": ["C", "O", "H", "H", "H", "H", "C", "C", "C", "H", "H", "H", "H", "H", "H", "H", "H"], "coordinates": [[2.508, 3.607, 2.681], [1.750, 2.428, 2.435], [2.494, 3.827, 3.750], [3.558, 3.447, 2.419], [2.065, 4.393, 2.083], [2.242, 1.606, 2.646], [-0.253, -1.346, -2.095], [-1.226, -2.382, -1.538], [-2.395, -1.761, -0.827], [0.074, -0.667, -1.306], [-0.776, -0.718, -2.820], [0.601, -1.775, -2.614], [-0.664, -2.972, -0.813], [-1.689, -3.044, -2.271], [-2.960, -2.452, -0.194], [-2.123, -0.934, -0.158], [-3.204, -1.259, -1.379]], "homo_ev": -10.352, "gap_ev": 11.25, "lumo_energy_ev": 0.90}

Most stable: 4